Formula: C25H56N4O4
Source: the OMol25 dataset
Level of theory: ωB97M-V with the def2-TZVPD basis set

Bonds (Å) are listed after each position.
Positions of all 89 atoms, in Å:
1 N 1.211 3.102 0.119  O2 1.210, O3 1.241, O4 1.198
2 O 1.723 3.748 -0.767  N1 1.210
3 O 0.768 3.632 1.149  N1 1.241
4 O 1.083 1.926 -0.070  N1 1.198
5 C -3.572 2.778 -4.816  C6 1.498, H17 1.090, H18 1.090, H19 1.090
6 C -2.935 2.280 -3.555  C5 1.498, C7 1.536, H20 1.090, H21 1.090
7 C -1.602 1.562 -3.811  C6 1.536, C8 1.597, H22 1.090, H23 1.090
8 C -1.689 0.460 -4.964  C7 1.597, N9 1.538, H24 1.090, H25 1.090
9 N -0.330 -0.229 -5.175  C8 1.538, C10 1.606, C13 1.543, C14 1.551
10 C -0.504 -1.491 -6.152  N9 1.606, C11 1.521, H26 1.090, H27 1.090
11 C -0.438 -2.793 -5.368  C10 1.521, C12 1.506, H28 1.090, H29 1.090
12 C -0.524 -2.377 -3.923  C11 1.506, C13 1.547, H30 1.090, H31 1.090
13 C 0.075 -0.951 -3.873  N9 1.543, C12 1.547, H32 1.090, H33 1.090
14 C 0.753 0.752 -5.695  N9 1.551, C15 1.504, H34 1.090, H35 1.090
15 C 0.301 1.595 -6.855  C14 1.504, C16 1.471, H36 1.090, H37 1.090
16 C 1.494 2.050 -7.586  C15 1.471, H38 1.090, H39 1.090, H40 1.090
17 H -4.543 3.175 -4.521  C5 1.090
18 H -3.791 1.969 -5.512  C5 1.090
19 H -3.010 3.581 -5.294  C5 1.090
20 H -3.617 1.550 -3.118  C6 1.090
21 H -2.844 3.030 -2.769  C6 1.090
22 H -1.397 1.157 -2.820  C7 1.090
23 H -0.920 2.383 -4.028  C7 1.090
24 H -1.971 0.834 -5.949  C8 1.090
25 H -2.406 -0.338 -4.771  C8 1.090
26 H 0.363 -1.616 -6.801  C10 1.090
27 H -1.465 -1.368 -6.653  C10 1.090
28 H 0.354 -3.524 -5.527  C11 1.090
29 H -1.355 -3.321 -5.627  C11 1.090
30 H -0.014 -3.050 -3.233  C12 1.090
31 H -1.565 -2.204 -3.650  C12 1.090
32 H 1.139 -1.140 -4.010  C13 1.090
33 H -0.027 -0.259 -3.037  C13 1.090
34 H 1.544 0.056 -5.976  C14 1.090
35 H 1.187 1.316 -4.870  C14 1.090
36 H -0.200 2.438 -6.379  C15 1.090
37 H -0.447 1.073 -7.453  C15 1.090
38 H 1.750 1.263 -8.296  C16 1.090
39 H 2.361 2.360 -7.004  C16 1.090
40 H 1.213 2.923 -8.174  C16 1.090
41 C 4.537 2.445 3.365  C42 1.554, H53 1.090, H54 1.090, H55 1.090
42 C 5.036 1.008 3.679  C41 1.554, C43 1.496, H56 1.090, H57 1.090
43 C 4.181 0.189 4.593  C42 1.496, C44 1.521, H58 1.090, H59 1.090
44 C 2.825 0.004 3.927  C43 1.521, N45 1.550, H60 1.090, H61 1.090
45 N 1.904 -1.194 4.274  C44 1.550, C46 1.557, C49 1.581, C50 1.544
46 C 2.470 -2.508 3.660  N45 1.557, C47 1.523, H62 1.090, H63 1.090
47 C 2.049 -2.487 2.196  C46 1.523, C48 1.479, H64 1.090, H65 1.090
48 C 0.681 -1.926 2.202  C47 1.479, C49 1.561, H66 1.090, H67 1.090
49 C 0.559 -1.013 3.462  N45 1.581, C48 1.561, H68 1.090, H69 1.090
50 C 1.737 -1.376 5.798  N45 1.544, C51 1.487, H70 1.090, H71 1.090
51 C 0.892 -0.542 6.694  C50 1.487, C52 1.519, H72 1.090, H73 1.090
52 C 1.116 -0.683 8.189  C51 1.519, H74 1.090, H75 1.090, H76 1.090
53 H 3.693 2.771 3.973  C41 1.090
54 H 4.344 2.647 2.312  C41 1.090
55 H 5.333 3.179 3.489  C41 1.090
56 H 6.061 1.108 4.036  C42 1.090
57 H 4.929 0.533 2.703  C42 1.090
58 H 3.992 0.609 5.581  C43 1.090
59 H 4.665 -0.778 4.732  C43 1.090
60 H 2.884 -0.002 2.838  C44 1.090
61 H 2.280 0.928 4.122  C44 1.090
62 H 1.975 -3.336 4.168  C46 1.090
63 H 3.501 -2.726 3.937  C46 1.090
64 H 1.958 -3.518 1.854  C47 1.090
65 H 2.646 -1.941 1.465  C47 1.090
66 H 0.035 -2.730 2.557  C48 1.090
67 H 0.351 -1.594 1.218  C48 1.090
68 H -0.254 -1.354 4.104  C49 1.090
69 H 0.391 0.030 3.195  C49 1.090
70 H 2.791 -1.557 6.011  C50 1.090
71 H 1.196 -2.322 5.790  C50 1.090
72 H -0.126 -0.889 6.518  C51 1.090
73 H 0.901 0.494 6.357  C51 1.090
74 H 1.990 -0.188 8.614  C52 1.090
75 H 1.077 -1.753 8.390  C52 1.090
76 H 0.265 -0.184 8.651  C52 1.090
77 C -3.702 0.895 1.427  C78 1.569, H84 1.090, H85 1.090, H86 1.090
78 C -4.393 0.146 2.620  C77 1.569, O79 1.185, N80 1.504
79 O -4.262 0.394 3.771  C78 1.185
80 N -5.391 -0.896 2.194  C78 1.504, H81 1.010, H82 1.010, C83 1.491
81 H -6.311 -0.588 2.473  N80 1.010
82 H -5.370 -0.992 1.188  N80 1.010
83 C -5.208 -2.273 2.737  N80 1.491, H87 1.090, H88 1.090, H89 1.090
84 H -2.873 0.359 0.965  C77 1.090
85 H -3.311 1.874 1.704  C77 1.090
86 H -4.433 1.077 0.638  C77 1.090
87 H -4.328 -2.752 2.307  C83 1.090
88 H -6.082 -2.784 2.332  C83 1.090
89 H -5.353 -2.136 3.809  C83 1.090

Kohn-Sham gap, eV: 4.57
HOMO level, eV: -10.32
Net charge: +2
Spin multiplicity: 1

Mulliken population analysis, charges in e, atoms 1 to 6: N 0.962; O -0.647; O -0.667; O -0.616; C -1.224; C -0.875



Formula: C5H10N
Source: the OMol25 dataset
Level of theory: ωB97M-V with the def2-TZVPD basis set

Bonds (Å) are listed after each position.
Positions of all 16 atoms, in Å:
1 C -0.931 1.674 0.059  C2 1.415, C3 1.369, H7 1.069
2 C 0.375 1.153 -0.103  C1 1.415, C4 1.478, H8 1.141
3 C -2.093 1.004 -0.217  C1 1.369, H9 1.174, H10 1.103
4 C 0.636 -0.276 -0.373  C2 1.478, C5 1.593, N6 1.504, H11 1.126
5 C 1.754 -1.080 0.429  C4 1.593, H12 1.135, H13 1.154, H14 1.091
6 N -0.666 -1.026 -0.314  C4 1.504, H15 1.038, H16 1.034
7 H -0.931 2.511 0.724  C1 1.069
8 H 1.342 1.724 0.097  C2 1.141
9 H -3.116 1.267 0.294  C3 1.174
10 H -2.178 0.272 -1.038  C3 1.103
11 H 1.045 -0.086 -1.404  C4 1.126
12 H 2.775 -1.034 -0.065  C5 1.135
13 H 1.425 -2.186 0.406  C5 1.154
14 H 1.834 -0.736 1.461  C5 1.091
15 H -0.739 -1.191 0.708  N6 1.038
16 H -0.534 -1.990 -0.664  N6 1.034

Kohn-Sham gap (alpha / beta), eV: 9.48 / 6.59
HOMO level (alpha / beta), eV: -12.56 / -15.18
Net charge: +1
Spin multiplicity: 3
Relative energy (zero: lowest compared OMol25 entry of this formula, charge and spin), kcal per mole: 25.6

natural (NBO) population analysis, charges in e, atoms 1 to 6: C -0.091; C -0.113; C -0.332; C -0.154; C -0.606; N -0.555



Formula: C6H26NO7
Source: the OMol25 dataset
Level of theory: ωB97M-V with the def2-TZVPD basis set

Bonds (Å) are listed after each position.
Positions of all 40 atoms, in Å:
1 C -3.339 -0.724 0.692  O2 1.435, C3 1.519, H9 1.092, H10 1.091
2 O -4.387 -0.472 -0.256  C1 1.435, H29 0.965
3 C -2.681 -2.085 0.546  C1 1.519, C4 1.527, H11 1.098, H12 1.093
4 C -1.500 -2.302 1.491  C3 1.527, C5 1.529, H13 1.089, H14 1.095
5 C -0.171 -2.565 0.782  C4 1.529, C6 1.544, H15 1.101, H16 1.097
6 C 0.225 -1.738 -0.460  C5 1.544, C7 1.530, H17 1.097, H18 1.090
7 C 0.074 -0.226 -0.288  C6 1.530, N8 1.476, H19 1.099, H20 1.094
8 N 1.252 0.486 0.244  C7 1.476, H21 1.016, H22 1.015
9 H -3.854 -0.633 1.652  C1 1.092
10 H -2.586 0.063 0.640  C1 1.091
11 H -2.319 -2.149 -0.488  C3 1.098
12 H -3.449 -2.861 0.587  C3 1.093
13 H -1.279 -1.574 2.270  C4 1.089
14 H -1.644 -3.250 2.021  C4 1.095
15 H -0.003 -3.610 0.478  C5 1.101
16 H 0.673 -2.474 1.476  C5 1.097
17 H 1.280 -1.968 -0.659  C6 1.097
18 H -0.269 -2.078 -1.371  C6 1.090
19 H -0.696 -0.127 0.491  C7 1.099
20 H -0.443 0.221 -1.142  C7 1.094
21 H 1.968 0.249 -0.436  N8 1.016
22 H 0.972 1.438 0.031  N8 1.015
23 H 3.127 2.285 -0.200  O25 0.964
24 H 3.022 2.380 -1.659  O25 0.972
25 O 3.573 1.948 -0.985  H23 0.964, H24 0.972
26 H 0.600 0.330 -3.349  O28 1.000
27 H 1.981 0.773 -2.858  O28 0.961
28 O 1.577 0.243 -3.550  H26 1.000, H27 0.961
29 H -3.960 -0.584 -1.114  O2 0.965
30 H -1.478 1.625 -3.012  O31 0.954
31 O -0.708 1.117 -2.771  H30 0.954
32 H 3.297 -0.623 2.700  O34 0.962
33 H 2.091 0.224 2.545  O34 0.951
34 O 2.431 -0.477 3.092  H32 0.962, H33 0.951
35 H 1.588 1.361 3.552  O37 0.958
36 H 0.387 2.465 3.210  O37 0.952
37 O 0.931 1.998 3.836  H35 0.958, H36 0.952
38 H 0.838 3.401 -2.431  O40 0.962
39 H 0.275 1.934 -2.280  O40 1.113
40 O 0.926 2.690 -1.788  H38 0.962, H39 1.113

Kohn-Sham gap, eV: 8.38
HOMO level, eV: -5.29
Net charge: -1
Spin multiplicity: 1
Relative energy (zero: lowest compared OMol25 entry of this formula, charge and spin), kcal per mole: 47.9

natural (NBO) population analysis, charges in e, atoms 1 to 6: C -0.054; O -0.727; C -0.440; C -0.428; C -0.392; C -0.414



Energy
In order: -1505.3067 -250.8185 -825.6497
Unit: Eh
Maximum force
In order: 5.37 3.46 2.47
Unit: eV/Å